{
  "formula": "C39H64N10O13",
  "method": "ωB97M-V/def2-TZVPD",
  "homo_energy_ev": -8.6147,
  "charge": 0,
  "relative_energy_kcal_mol": 582.1,
  "smiles": "O=[N+]([O-])c1ccccc1.O=[N+]([O-])c1ccccc1.O=[N+]([O-])c1ccccc1.CN(C)C=O.CN(C)C=O.CN(C)C=O.CN(C)C=O.CN(C)C=O.CN(C)C=O.CN(C)C=O",
  "species": ["C", "C", "C", "C", "C", "C", "N", "O", "O", "H", "H", "H", "H", "H", "C", "C", "C", "C", "C", "C", "N", "O", "O", "H", "H", "H", "H", "H", "C", "C", "C", "C", "C", "C", "N", "O", "O", "H", "H", "H", "H", "H", "C", "O", "N", "C", "C", "H", "H", "H", "H", "H", "H", "H", "C", "O", "N", "C", "C", "H", "H", "H", "H", "H", "H", "H", "C", "O", "N", "C", "C", "H", "H", "H", "H", "H", "H", "H", "C", "O", "N", "C", "C", "H", "H", "H", "H", "H", "H", "H", "C", "O", "N", "C", "C", "H", "H", "H", "H", "H", "H", "H", "C", "O", "N", "C", "C", "H", "H", "H", "H", "H", "H", "H", "C", "O", "N", "C", "C", "H", "H", "H", "H", "H", "H", "H"],
  "xyz": [[-25.07811, 26.15826, 32.51595], [-25.71671, 24.93081, 33.13426], [-26.00837, 23.70384, 32.28845], [-25.55359, 23.70099, 30.76863], [-25.23575, 25.05900, 30.17210], [-24.98881, 26.16830, 31.11883], [-25.85058, 22.51495, 29.86045], [-25.37150, 22.50550, 28.70371], [-26.18904, 21.61091, 30.52616], [-24.76786, 27.08476, 33.04723], [-26.01763, 25.00431, 34.21590], [-26.54593, 22.89281, 32.72527], [-25.23920, 25.10711, 29.07692], [-24.67405, 27.14221, 30.72765], [-29.40726, 24.35775, 32.39627], [-29.90663, 23.20093, 31.42371], [-30.87934, 22.16479, 31.99605], [-31.38183, 22.31707, 33.42771], [-30.54595, 23.16973, 34.34486], [-29.57927, 24.30815, 33.77051], [-32.39100, 21.44836, 33.86699], [-32.62612, 21.31434, 35.15603], [-33.29161, 21.03658, 33.11451], [-28.90871, 25.03116, 32.10146], [-29.64537, 23.29164, 30.53375], [-31.31731, 21.50804, 31.43360], [-30.76290, 23.19934, 35.47672], [-28.92469, 25.06615, 34.43303], [-28.50946, 19.64650, 28.00504], [-30.04283, 19.27200, 28.31447], [-30.83784, 18.50518, 27.24010], [-30.21532, 18.28021, 25.89263], [-28.78898, 18.68173, 25.71390], [-27.91033, 19.22106, 26.81372], [-31.07243, 17.93553, 24.75316], [-32.31775, 17.69499, 25.05709], [-30.66514, 17.86650, 23.56806], [-28.18965, 20.38445, 28.76797], [-30.32404, 19.76370, 29.33162], [-31.82327, 18.27083, 27.34499], [-28.45517, 18.42633, 24.80059], [-26.94101, 19.36525, 26.71529], [-24.24921, 19.83720, 24.54730], [-23.45335, 19.53569, 25.51428], [-25.09648, 20.76896, 24.65339], [-26.04288, 21.05466, 23.50204], [-25.38455, 21.69297, 25.79489], [-23.99314, 19.16844, 23.65608], [-26.59076, 20.15714, 22.96815], [-25.57723, 21.68812, 22.85159], [-26.92269, 21.75053, 23.80818], [-24.41323, 21.67896, 26.48606], [-26.50105, 21.61617, 26.23929], [-25.27870, 22.66698, 25.26714], [-26.94908, 23.59792, 37.54770], [-27.78778, 23.64395, 36.50880], [-26.62584, 24.73089, 38.18912], [-25.87398, 24.60183, 39.39804], [-27.00046, 26.01071, 37.69863], [-26.50731, 22.50191, 37.94989], [-26.13890, 23.52666, 39.90692], [-26.18651, 25.30233, 40.05624], [-24.78808, 24.70332, 39.29233], [-26.83892, 26.79652, 38.32843], [-28.08421, 26.09359, 37.76520], [-26.36251, 26.25378, 36.85272], [-21.94978, 18.17803, 28.55541], [-20.90177, 17.32398, 28.64905], [-22.68635, 18.55753, 29.65754], [-23.82262, 19.36146, 29.28696], [-22.55924, 18.19249, 31.06626], [-22.19360, 18.62545, 27.62613], [-24.47727, 19.64045, 30.04897], [-24.45651, 18.64892, 28.73031], [-23.56634, 20.34539, 28.97936], [-23.01705, 17.19342, 31.34397], [-22.85440, 19.07831, 31.69178], [-21.68375, 17.98378, 31.65725], [-21.95969, 28.62764, 32.87545], [-23.14143, 29.11610, 32.81565], [-21.09549, 29.06099, 33.72461], [-19.64558, 28.66147, 33.61421], [-21.38016, 30.08062, 34.83760], [-21.71224, 27.99323, 32.08344], [-19.42896, 28.34840, 32.72138], [-19.62576, 27.86084, 34.37237], [-19.34534, 29.55618, 34.00120], [-21.62344, 29.44538, 35.59670], [-22.27886, 30.59354, 34.91638], [-20.63729, 30.75920, 35.30931], [-27.81801, 24.99534, 27.82831], [-28.18071, 24.87275, 28.98432], [-27.73678, 26.19866, 27.14249], [-27.15636, 26.26931, 25.75371], [-28.24589, 27.48869, 27.63970], [-27.31574, 24.14826, 27.20278], [-26.14672, 26.92583, 25.76867], [-27.86885, 26.80211, 25.04789], [-26.60767, 25.39080, 25.32715], [-27.38181, 28.09795, 27.87990], [-28.95171, 27.43931, 28.45391], [-28.74369, 28.06976, 26.89395], [-21.20761, 24.77613, 36.60226], [-21.01010, 23.53900, 36.75698], [-22.43332, 25.20631, 36.19828], [-22.50928, 26.67160, 35.75165], [-23.67285, 24.45070, 36.30345], [-20.59860, 25.64203, 36.83400], [-22.62377, 26.45681, 34.73503], [-21.59547, 27.31874, 35.70778], [-23.39356, 27.32770, 36.19796], [-24.05882, 24.07478, 37.24977], [-23.61481, 23.71739, 35.52324], [-24.54689, 25.03714, 35.94331], [-24.41243, 29.51325, 25.80989], [-24.34369, 30.58416, 25.19543], [-23.84256, 29.36343, 27.09259], [-24.02112, 28.06211, 27.77688], [-23.11970, 30.41861, 27.67271], [-24.97185, 28.64537, 25.33024], [-23.17923, 27.32738, 27.51041], [-24.94539, 27.61876, 27.89690], [-23.94808, 28.14224, 28.81581], [-22.33011, 31.24761, 27.01268], [-22.36271, 29.93334, 28.22470], [-23.43274, 31.07104, 28.38040]],
  "atomic_forces_ev_per_a": [[-1.769, -3.312, -0.184], [0.616, -0.304, -2.823], [2.567, 4.105, -2.063], [-1.592, 5.346, 1.930], [-0.526, -2.664, 3.797], [0.203, -0.916, -1.355], [3.951, 3.464, 0.326], [-1.721, 0.032, 1.568], [-1.858, -3.348, 0.066], [-0.456, -0.938, -0.169], [0.237, -0.585, -1.339], [-0.020, -0.549, 0.070], [0.361, 0.319, 0.597], [-0.105, -0.454, -0.248], [-7.957, -12.618, 3.195], [-4.644, -0.454, 13.310], [4.063, 8.247, 4.029], [6.294, 2.405, -1.519], [-0.676, 1.499, -1.294], [-1.467, -2.465, 1.027], [-5.178, -0.809, 4.749], [2.136, 0.555, -3.823], [2.515, 0.479, -0.248], [6.940, 9.071, -4.845], [2.178, 0.278, -8.006], [-2.327, -3.782, -3.308], [0.340, -0.280, -2.128], [-2.091, -2.126, -1.193], [-5.428, -1.064, 0.144], [2.523, -0.300, -3.362], [5.804, 2.985, 0.361], [2.908, 2.715, 3.334], [-2.951, -0.285, 5.115], [-7.367, -1.023, -0.364], [-3.479, -1.306, -1.141], [4.299, 0.857, -0.913], [-0.262, 0.417, 3.285], [0.780, -0.994, -0.672], [-0.349, -1.570, -2.130], [-2.506, -0.592, 0.533], [1.709, -0.488, -3.036], [4.428, 0.638, -1.114], [6.479, -4.738, 3.165], [-1.886, 0.813, -1.929], [-6.057, 3.125, -1.602], [-3.147, -1.325, 1.615], [1.729, 0.326, 0.312], [-1.467, 1.459, 0.306], [1.666, 1.502, 1.232], [1.586, 1.151, -2.289], [1.387, -1.494, 0.259], [-2.770, -0.415, -0.952], [2.970, -0.229, -0.797], [-0.497, -0.193, 0.686], [-3.789, -1.427, -4.439], [4.162, -0.513, 4.523], [0.905, -2.005, 0.700], [0.643, -4.422, 0.243], [-0.821, -0.882, -0.928], [-1.098, 3.177, -0.881], [0.915, 2.637, -1.242], [-1.007, 2.254, 2.225], [-0.086, -0.154, -0.171], [1.520, 1.644, 2.619], [-0.288, -0.273, -1.795], [-1.056, 0.052, -0.901], [5.777, -4.886, 3.776], [-5.357, 4.302, -0.477], [1.636, -0.006, -0.705], [-0.826, -1.479, -0.167], [-0.759, -0.517, 1.509], [-0.577, 0.425, -0.918], [-0.696, -0.209, 2.232], [0.040, 1.330, -0.918], [0.360, 0.501, -1.660], [-0.774, 1.368, -0.556], [-0.856, -1.004, -0.742], [1.983, 0.201, -1.484], [-5.858, 3.478, -0.553], [1.974, -1.575, 0.336], [2.354, 1.943, 1.138], [-4.891, -0.333, 6.068], [1.046, -1.178, -0.633], [1.215, -1.570, -0.898], [1.557, -1.338, -5.023], [1.137, 0.151, -0.355], [2.886, 1.840, 0.439], [-0.086, -1.994, 2.764], [-1.822, 1.233, -1.812], [0.459, -0.696, -1.510], [1.359, 0.531, -0.717], [-0.177, -0.146, -0.776], [-0.115, -0.948, -1.354], [2.213, 1.990, 0.278], [0.879, -0.358, 0.016], [-0.977, 1.030, 0.900], [-2.408, -0.696, 0.317], [0.862, -1.053, 0.757], [-1.604, -0.057, 0.648], [0.142, 0.204, 0.566], [0.209, -0.581, 0.447], [-0.428, -0.086, -1.042], [-2.001, -4.238, 0.385], [0.413, 3.517, -0.045], [0.444, 3.245, 1.588], [-1.301, 0.073, 1.063], [-0.898, 0.679, -1.739], [1.131, -0.181, -0.102], [-1.092, 0.725, -1.922], [-0.314, -1.184, 1.035], [1.789, -1.726, -0.851], [1.098, -0.187, 0.299], [-0.135, -1.170, 0.122], [0.849, 0.340, 0.141], [0.314, 2.022, 0.007], [-0.115, -1.950, 0.950], [-3.098, -1.426, -2.675], [3.881, 0.318, -0.742], [5.356, 1.336, -2.452], [0.816, 0.529, 1.023], [-1.461, 0.796, 0.059], [-2.547, -0.846, -1.641], [1.154, 1.097, 1.917], [-2.836, -2.953, 0.919], [1.292, -0.767, 0.786], [-2.733, 1.879, 1.866]],
  "mulliken_charge": [-0.729, -0.214, -0.789, -0.446, 0.302, -0.704, 1.119, -0.434, -0.602, 0.594, 0.429, 0.627, 0.582, 0.201, -1.414, -0.863, -0.792, -0.043, -0.316, -0.015, 0.810, -0.559, -0.510, 1.359, 0.992, 0.815, 0.371, 0.144, -0.092, -0.364, -0.528, -0.118, -0.485, -0.788, 0.850, -0.542, -0.540, 0.183, 0.200, 0.566, 0.579, 1.048, 0.114, -0.619, 0.242, -1.084, -0.885, 0.339, 0.294, 0.503, 0.280, 0.220, 0.106, 0.494, 0.096, -0.609, 0.208, -0.988, -1.052, 0.266, 0.319, 0.429, 0.294, 0.490, 0.373, 0.218, -0.092, -0.653, 0.128, -1.379, -0.872, 0.492, 0.593, 0.384, 0.421, 0.293, 0.312, 0.355, 0.097, -0.742, 0.078, -1.022, -1.040, 0.454, 0.414, 0.300, 0.323, 0.381, 0.404, 0.420, 0.570, -0.530, 0.227, -0.503, -0.974, -0.152, -0.022, 0.354, 0.143, 0.262, 0.292, 0.382, 0.046, -0.622, 0.242, -0.574, -0.639, 0.319, 0.453, -0.093, 0.208, 0.328, 0.426, -0.170, 0.235, -0.565, 0.219, -1.185, -1.091, 0.179, 0.274, 0.324, 0.531, 0.218, 0.452, 0.461]
}